Record 1
This record from the OMol25 dataset describes a molecular structure, C43H34AsNO3P2PtS3. The level of theory is wB97M-V/def2-TZVPD.

## Properties
ΔE to the lowest compared entry with this formula, charge and spin: 65.8 kJ/mol

```
! RIJCOSX wB97M-V def2-TZVPD def2/J DEFGRID3
* xyz 0 1
Pt 1.1200 -0.3696 -0.5492
S -1.5185 0.9742 -2.6010
P -1.2505 1.7004 -0.6121
C 0.3299 1.4521 -0.2757
P 1.4704 2.0861 0.7913
S 2.1155 0.2897 1.5117
C 2.8399 2.9323 -0.0167
C 3.8302 3.5509 0.7453
C 4.9189 4.1314 0.1191
C 5.0292 4.0816 -1.2660
C 4.0551 3.4495 -2.0225
C 2.9557 2.8758 -1.3997
C 0.8034 3.2316 2.0185
C 0.8565 4.6099 1.8287
C 0.1944 5.4545 2.7078
C -0.5202 4.9264 3.7730
C -0.5772 3.5513 3.9637
C 0.0800 2.7041 3.0863
C -2.4849 0.7782 0.3404
C -3.8559 0.9612 0.1707
C -4.7488 0.1814 0.8860
C -4.2772 -0.7917 1.7603
C -2.9138 -0.9793 1.9281
C -2.0139 -0.1911 1.2229
C -1.7251 3.4323 -0.5965
C -1.2187 4.2778 -1.5838
C -1.4530 5.6395 -1.5079
C -2.1788 6.1605 -0.4431
C -2.6670 5.3236 0.5482
C -2.4429 3.9564 0.4751
H 3.7533 3.5716 1.8265
H 5.6890 4.6108 0.7090
H 5.8884 4.5240 -1.7532
H 4.1574 3.3827 -3.0972
H 2.2047 2.3486 -1.9755
H 1.4073 5.0218 0.9923
H 0.2362 6.5255 2.5582
H -1.0320 5.5879 4.4605
H -1.1319 3.1404 4.7971
H 0.0426 1.6291 3.2222
H -4.2273 1.7091 -0.5211
H -5.8135 0.3273 0.7590
H -4.9790 -1.4037 2.3125
H -2.5444 -1.7406 2.6037
H -0.9442 -0.3240 1.3452
H -0.6394 3.8631 -2.3998
H -1.0649 6.2963 -2.2750
H -2.3577 7.2265 -0.3849
H -3.2161 5.7325 1.3859
H -2.8079 3.3055 1.2590
S 0.0616 -0.4215 -2.5957
C -0.9290 -1.9170 -2.7160
C -1.7392 -2.0352 -3.8439
C -2.4842 -3.1812 -4.0423
C -2.3924 -4.2320 -3.1368
C -1.5581 -4.1255 -2.0386
C -0.8282 -2.9619 -1.8004
As 0.4965 -2.8592 -0.3691
C -0.4259 -3.5587 1.1806
C 0.3433 -3.6897 2.3369
C -0.2423 -4.1023 3.5235
C -1.6046 -4.3703 3.5694
C -2.3774 -4.2178 2.4281
C -1.7921 -3.8091 1.2358
C 1.5976 -4.3436 -0.9639
C 2.3181 -4.1450 -2.1383
C 3.1417 -5.1462 -2.6215
C 3.2561 -6.3465 -1.9297
C 2.5400 -6.5450 -0.7604
C 1.7071 -5.5431 -0.2747
H -1.7793 -1.2281 -4.5643
H -3.1194 -3.2656 -4.9139
H -2.9538 -5.1422 -3.3021
H -1.4507 -4.9667 -1.3631
H 1.4041 -3.4627 2.3095
H 0.3638 -4.2080 4.4137
H -2.0628 -4.6920 4.4957
H -3.4417 -4.4149 2.4623
H -2.4111 -3.6748 0.3570
H 2.2569 -3.1991 -2.6670
H 3.7145 -4.9778 -3.5235
H 3.9123 -7.1231 -2.3007
H 2.6286 -7.4783 -0.2188
H 1.1476 -5.7075 0.6386
O 4.9918 -1.4700 -2.2346
N 3.8488 -1.1458 -1.9287
O 3.1344 -0.4683 -2.7043
O 3.3539 -1.5401 -0.8267
*
```

***

Record 2
This record from the OMol25 dataset describes a molecular structure, C43H34BrN4O5P2S3Se3TaTe at a distorted geometry. The level of theory is wB97M-V/def2-TZVPD.

## Properties
ΔE to the lowest compared entry with this formula, charge and spin: 622.4 kJ/mol

```
! RIJCOSX wB97M-V def2-TZVPD def2/J DEFGRID3
* xyz -1 2
Ta 0.7117 -1.6572 1.2123
O -0.6499 -0.9870 0.1208
N -0.6544 -2.3214 -0.2183
C -1.8452 -3.0217 -0.1957
C -1.8829 -4.2775 -0.6475
C -0.7173 -4.8300 -1.3551
C 0.4550 -4.1140 -1.4173
C 0.5310 -2.9029 -0.6926
S 2.0145 -2.0288 -0.5758
H -2.6734 -2.4789 0.2215
H -2.7961 -4.8459 -0.5459
H -0.7743 -5.7962 -1.8375
H 1.3326 -4.4480 -1.9431
Se 2.4052 -0.2239 1.8788
Se 3.7733 1.2127 2.9522
Te 0.8323 1.6707 4.6065
Se 0.3827 -0.0849 2.8676
C -2.7607 1.2527 -1.4979
N -1.3712 1.7628 -1.6262
P -0.3951 0.5947 -2.5360
C 1.1167 1.6063 -2.7878
C 2.0769 1.5483 -1.7757
C 3.2735 2.2487 -1.8672
C 3.5379 2.9891 -3.0128
C 2.6123 3.0233 -4.0463
C 1.4054 2.3397 -3.9397
C -1.2033 0.8020 -4.1792
C -1.1235 -0.2578 -5.0781
C -1.7346 -0.1808 -6.3272
C -2.4473 0.9570 -6.6773
C -2.5311 2.0232 -5.7879
C -1.9054 1.9518 -4.5498
P -0.6789 1.9752 -0.0148
C -1.9340 3.0238 0.8429
C -1.9722 2.9364 2.2262
C -2.7359 3.8287 2.9800
C -3.5161 4.7726 2.3380
C -3.5006 4.8549 0.9488
C -2.6911 4.0104 0.2048
C 0.5232 3.3576 -0.1917
C 0.5299 4.3116 -1.2048
C 1.4819 5.3235 -1.1856
C 2.4288 5.3826 -0.1711
C 2.4202 4.4436 0.8478
C 1.4560 3.4379 0.8371
H -3.1039 0.8533 -2.4490
H -3.4216 2.0660 -1.2112
H -2.8622 0.4687 -0.7334
H 1.8789 0.9657 -0.8807
H 3.9721 2.2085 -1.0403
H 4.4735 3.5315 -3.1024
H 2.8267 3.5847 -4.9490
H 0.6943 2.3845 -4.7533
H -0.5714 -1.1496 -4.8022
H -1.6624 -1.0139 -7.0156
H -2.9400 1.0153 -7.6408
H -3.0906 2.9111 -6.0593
H -1.9552 2.7816 -3.8533
H -1.3967 2.1811 2.7399
H -2.6679 3.7644 4.0583
H -4.1269 5.4664 2.9055
H -4.1024 5.5998 0.4412
H -2.6280 4.1359 -0.8709
H -0.1882 4.2531 -2.0153
H 1.4795 6.0682 -1.9731
H 3.1684 6.1768 -0.1787
H 3.1432 4.4401 1.6531
H 1.4397 2.7130 1.6418
Br -5.6341 -0.9656 6.6456
C -4.8270 -2.0962 5.3573
C -5.5544 -3.1530 4.8369
N -5.0524 -3.9836 3.9251
C -3.8012 -3.7635 3.5052
C -3.0065 -2.7391 3.9915
C -3.5305 -1.8730 4.9413
C -1.5740 -2.5556 3.5406
O -1.4519 -2.1957 2.3008
O -0.6830 -2.7319 4.3504
H -6.5754 -3.3310 5.1560
H -3.4266 -4.4517 2.7567
H -2.9292 -1.0591 5.3228
O 4.4772 -6.6884 -0.2163
S 3.9424 -5.3550 -0.1761
O 3.9378 -4.5880 -1.3887
N 2.3724 -5.3237 0.4084
C 2.2756 -4.4327 1.3306
S 0.6980 -3.8574 1.8217
C 3.5626 -3.9424 1.9025
C 3.7696 -3.1398 3.0015
C 5.0714 -2.7139 3.2674
C 6.1347 -3.1653 2.4939
C 5.9308 -4.0289 1.4241
C 4.6307 -4.3861 1.1349
H 2.9562 -2.8382 3.6429
H 5.2307 -1.9969 4.0621
H 7.1405 -2.8325 2.7265
H 6.7506 -4.4027 0.8235
*
```

***

Record 3
This record from the OMol25 dataset describes a molecular structure, C43H34F3N4P2RhS2 at a distorted geometry. The level of theory is wB97M-V/def2-TZVPD.

## Properties
E_tot: -3766.744723 hartree

```
! RIJCOSX wB97M-V def2-TZVPD def2/J DEFGRID3
* xyz 2 5
Rh -1.4328 -1.9907 -0.8772
N -4.5465 0.1559 0.8531
C -5.0717 1.1011 0.0151
C -5.9468 2.0795 0.5077
C -6.4989 3.0143 -0.3385
C -6.2127 2.9858 -1.7086
C -5.3659 2.0269 -2.2174
C -4.7759 1.0925 -1.3668
S -3.7169 -0.1178 -2.0334
N -2.9788 -0.7519 -0.6938
C -3.5788 -0.7599 0.5425
C -3.1626 -1.7628 1.4446
C -3.6900 -1.9392 2.7473
C -3.2999 -3.0137 3.5027
C -2.3799 -3.9257 2.9688
C -1.8493 -3.6714 1.7195
N -2.1923 -2.6229 0.9766
H -4.8834 0.1612 1.8059
H -6.1883 2.0858 1.5593
H -7.1618 3.7711 0.0515
H -6.6607 3.7097 -2.3693
H -5.1436 1.9860 -3.2722
H -4.4112 -1.2402 3.1404
H -3.6998 -3.1681 4.4929
H -2.0854 -4.8071 3.5132
H -1.1165 -4.3475 1.2984
F 2.6832 -2.7830 -5.0718
C 1.3862 -3.1161 -4.9416
F 1.1293 -4.0771 -5.8255
F 0.6909 -2.0357 -5.3089
C 1.1218 -3.5608 -3.5219
C 1.9251 -4.5556 -2.9818
C 1.7633 -4.9090 -1.6494
C 0.8356 -4.2272 -0.8797
N 0.0406 -3.2956 -1.3957
C 0.1434 -2.9847 -2.7116
S -1.0739 -1.8431 -3.1573
H 2.6696 -5.0397 -3.5949
H 2.3606 -5.6914 -1.2140
H 0.7436 -4.4368 0.1775
C 1.8598 0.1044 -0.6426
P 0.0206 -0.0150 -0.3896
C -0.2434 0.7411 1.2459
C -0.2077 2.1153 1.4657
C -0.4470 2.6104 2.7361
C -0.7148 1.7484 3.7881
C -0.7240 0.3792 3.5792
C -0.4839 -0.1213 2.3123
C -0.5272 1.2067 -1.6205
C -1.5658 2.0948 -1.3535
C -1.9852 2.9790 -2.3324
C -1.4266 2.9386 -3.5998
C -0.4247 2.0255 -3.8863
C 0.0325 1.1743 -2.8987
P 2.9383 -0.4819 0.7562
C 2.8902 0.9113 1.9493
C 3.3162 2.1783 1.5571
C 3.3291 3.2076 2.4792
C 2.9345 2.9835 3.7885
C 2.5207 1.7213 4.1798
C 2.5058 0.6843 3.2629
C 4.6075 -0.2326 0.0720
C 5.6508 -0.3666 0.9958
C 6.9571 -0.1413 0.6140
C 7.2416 0.2020 -0.7011
C 6.2133 0.3220 -1.6261
C 4.9028 0.0838 -1.2540
H 2.1002 1.1466 -0.8778
H 2.0964 -0.5269 -1.5034
H 0.0014 2.7946 0.6521
H -0.4258 3.6754 2.9070
H -0.9137 2.1453 4.7712
H -0.9123 -0.2954 4.4006
H -0.4707 -1.1883 2.1384
H -2.0278 2.1094 -0.3751
H -2.7590 3.6964 -2.1096
H -1.7674 3.6236 -4.3595
H 0.0018 1.9688 -4.8765
H 0.8283 0.4801 -3.1263
H 3.6551 2.3575 0.5464
H 3.6631 4.1883 2.1758
H 2.9655 3.7887 4.5061
H 2.2219 1.5406 5.2004
H 2.2038 -0.3061 3.5701
H 5.4192 -0.6413 2.0159
H 7.7545 -0.2432 1.3334
H 8.2632 0.3635 -1.0085
H 6.4356 0.6006 -2.6450
H 4.1271 0.1735 -1.9988
*
```

***

Record 4
This record from the OMol25 dataset describes 2 unconnected molecules or ions with the total composition C43H34N2O2S at a distorted geometry. The level of theory is wB97M-V/def2-TZVPD.

## Properties
E_tot: -2317.048017 hartree

```
! RIJCOSX wB97M-V def2-TZVPD def2/J DEFGRID3
* xyz 0 1
C -6.9399 1.8242 -0.2911
C -7.2531 1.8621 1.0739
C -6.6728 0.9438 1.9479
C -5.7946 -0.0292 1.4503
N -5.2400 -0.9711 2.3674
C -5.8108 -2.2711 2.4427
C -5.4059 -3.2555 1.5368
C -6.0024 -4.5160 1.5827
C -6.9669 -4.7935 2.5604
C -7.3614 -3.8043 3.4716
C -6.7873 -2.5336 3.4090
C -3.9343 -0.7661 2.8552
C -3.7379 -0.6129 4.2409
C -2.5306 -0.1404 4.7085
C -1.4009 -0.0614 3.8469
C -0.1384 0.3334 4.3625
C 1.1032 -0.1258 3.8661
C 2.2778 0.6519 4.0939
C 3.5025 0.2425 3.6174
C 3.6112 -0.9894 2.9322
N 4.8239 -1.3465 2.3792
C 5.0569 -2.6404 1.8345
C 4.8858 -2.8587 0.4645
C 5.1843 -4.1167 -0.0656
C 5.6875 -5.1249 0.7657
C 5.8978 -4.8809 2.1290
C 5.5540 -3.6444 2.6750
C 5.7704 -0.3354 2.0542
C 6.8931 -0.1820 2.8711
C 7.7982 0.8425 2.5930
C 7.6013 1.6661 1.4778
C 6.5066 1.4608 0.6297
C 5.5721 0.4673 0.9272
C 2.4862 -1.8226 2.7704
C 1.2474 -1.3769 3.1845
C -1.5932 -0.3571 2.4655
C -2.8524 -0.6570 1.9756
C -5.4806 -0.0752 0.0932
C -6.0547 0.8567 -0.7779
H -7.3769 2.5531 -0.9770
H -7.9367 2.6184 1.4616
H -6.8889 0.9542 3.0195
H -4.6368 -3.0001 0.8030
H -5.6994 -5.2700 0.8546
H -7.4142 -5.7879 2.6045
H -8.1131 -4.0171 4.2341
H -7.0736 -1.7315 4.0940
H -4.5819 -0.7868 4.9103
H -2.4089 0.1488 5.7512
H -0.1211 0.9471 5.2562
H 2.1859 1.5976 4.6288
H 4.3906 0.8703 3.7270
H 4.5178 -2.0396 -0.1602
H 5.0186 -4.2950 -1.1291
H 5.9180 -6.1061 0.3469
H 6.3201 -5.6496 2.7772
H 5.6862 -3.4201 3.7374
H 7.0160 -0.8551 3.7237
H 8.6451 0.9985 3.2618
H 8.3054 2.4740 1.2678
H 6.3583 2.0806 -0.2551
H 4.6888 0.2981 0.3052
H 2.5893 -2.7851 2.2669
H 0.3703 -2.0028 3.0262
H -0.7488 -0.3032 1.7799
H -3.0225 -0.7931 0.9082
H -4.7902 -0.8428 -0.2636
H -5.7896 0.8219 -1.8345
C -0.4756 5.0828 10.1574
C -1.1347 5.8760 9.2058
C -1.0440 5.5530 7.8457
C -0.2582 4.4748 7.4583
S -0.4310 3.8447 5.7127
O 0.9065 3.7265 5.1110
O -1.1645 2.5995 5.9866
C 0.3813 3.6631 8.3811
C 0.2943 3.9860 9.7443
H -0.5765 5.3055 11.2242
H -1.7426 6.7278 9.5221
H -1.6042 6.1072 7.0917
H 0.9198 2.7689 8.0570
H 0.8081 3.3579 10.4779
*
```

***

Record 5
This record from the OMol25 dataset describes a molecular structure, C43H34N4O4SeV at a distorted geometry. The level of theory is wB97M-V/def2-TZVPD.

## Properties
E_tot: -5523.915198 hartree

```
! RIJCOSX wB97M-V def2-TZVPD def2/J DEFGRID3
* xyz 2 2
V -6.6646 -1.2711 18.7215
Se -13.5030 -1.1457 22.2443
N -12.5108 -2.4824 21.4937
C -11.4692 -1.9072 21.0216
C -10.3122 -2.6659 20.3719
C -10.3568 -4.0663 20.1595
C -9.2584 -4.7312 19.6436
C -8.1453 -3.9390 19.3992
N -8.1220 -2.6044 19.4002
C -9.1816 -2.0086 19.9945
C -9.0988 -0.5334 20.1103
N -7.9921 0.0302 19.6038
C -7.8843 1.3472 19.6336
C -8.9042 2.1945 20.0371
C -10.0259 1.6352 20.6876
C -10.1662 0.2172 20.6682
C -11.3311 -0.4941 21.2037
N -12.2520 0.0898 21.9225
H -11.2240 -4.6397 20.3986
H -9.2589 -5.7623 19.4828
H -7.2396 -4.4542 18.9843
H -6.9351 1.7219 19.3418
H -8.8482 3.2469 19.8222
H -10.8959 2.1928 21.0158
C -7.1301 -3.4835 16.3375
C -5.6645 -3.5206 16.6791
C -5.2473 -4.9769 16.7358
O -5.6251 -2.9559 18.0982
C -4.3379 -2.2876 18.1141
C -4.2419 -1.6244 16.7677
O -4.7006 -2.7699 15.9926
C -5.1300 -0.3244 16.5033
O -6.4661 -0.5325 17.1755
C -4.4658 0.9365 17.0998
C -3.0825 1.1476 17.1437
C -2.5504 2.3124 17.5306
C -3.3498 3.3615 17.8594
C -4.7268 3.2277 17.7558
C -5.2614 1.9984 17.3739
C -5.4605 -0.0947 15.0293
C -6.7577 -0.1360 14.5118
C -6.9253 0.1683 13.1637
C -5.8472 0.4006 12.3375
C -4.5622 0.4400 12.8685
C -4.3677 0.2194 14.1926
C -4.2438 -1.7882 19.5737
O -5.3665 -1.0280 19.8343
C -4.3886 -3.0480 20.4753
C -3.8269 -4.2848 20.1429
C -3.7770 -5.3685 20.9853
C -4.3919 -5.2681 22.2613
C -4.9373 -4.0235 22.6222
C -4.9671 -2.8888 21.7508
C -2.9386 -1.0747 19.8138
C -1.6657 -1.5635 19.4937
C -0.4750 -0.8701 19.7299
C -0.5825 0.3947 20.3009
C -1.8525 0.9170 20.6532
C -2.9946 0.1902 20.3458
H -7.7513 -4.2822 16.7101
H -7.4199 -3.4741 15.3211
H -7.5206 -2.5516 16.6379
H -6.0293 -5.6822 17.0462
H -4.4121 -5.0782 17.3956
H -4.9047 -5.2946 15.7627
H -3.5833 -3.0572 17.9968
H -3.2654 -1.4481 16.3605
H -2.3537 0.4172 16.8228
H -1.4916 2.5520 17.4839
H -2.9401 4.2989 18.2196
H -5.3804 4.0846 17.8766
H -6.3858 2.0061 17.3119
H -7.5348 -0.4442 15.1668
H -7.9683 0.1968 12.7540
H -5.9766 0.5964 11.2491
H -3.7275 0.6519 12.2607
H -3.4010 0.2669 14.7064
H -3.2938 -4.4700 19.2223
H -3.2332 -6.2936 20.7416
H -4.3538 -6.0913 22.9854
H -5.3081 -3.8923 23.6373
H -5.2018 -1.8760 22.0442
H -1.6163 -2.5413 19.0519
H 0.4919 -1.2322 19.4414
H 0.3188 0.9756 20.4562
H -1.8558 1.8553 21.1848
H -3.9911 0.4978 20.6813
*
```